Entry a
The following is a quantum chemistry calculation of a structure of composition C3H4OS2, from the OMol25 dataset.

HOMO-LUMO gap, eV: 9.622
Highest occupied orbital energy, eV: -8.89

The geometry in XYZ format:
```
10
C3H4OS2 (the ωB97M-V functional and the def2-TZVPD basis)
C -0.606 0.667 1.090
C -0.484 0.539 -0.450
C 0.441 -0.567 -0.078
O 0.342 -0.360 1.289
S -1.085 -1.109 -0.900
S 2.024 -1.112 -0.695
H -0.250 1.553 1.337
H -1.468 0.435 1.563
H -0.359 1.325 -1.283
H 1.444 -1.371 -1.874
```

Atomic partial charges in e from the Mulliken method, atoms 1 to 8: -0.441 -0.152 0.350 -0.448 -0.183 -0.212 0.289 0.321


Entry b
The following is a quantum chemistry calculation of an isolated molecule of C3H4OS2, from the OMol25 dataset.

HOMO-LUMO gap, eV: 9.675
Highest occupied orbital energy, eV: -9.26
SMILES: O=C(S)[C@@H]1CS1

The geometry in XYZ format:
```
10
C3H4OS2 (the ωB97M-V functional and the def2-TZVPD basis)
O -0.361 -0.821 -1.626
C -0.126 0.122 -0.963
S 0.329 1.755 -1.528
C -0.267 0.199 0.520
C 0.332 -0.883 1.285
S -1.525 -1.025 1.155
H 0.326 1.588 -2.856
H -0.295 1.231 0.949
H 0.879 -1.626 0.844
H 0.708 -0.541 2.221
```

Atomic partial charges in e from the Mulliken method, atoms 1 to 8: -0.460 0.574 -0.264 -0.236 -0.731 -0.100 0.160 0.434


Entry c
The following is a quantum chemistry calculation of an isolated molecule of C3H4OS2, from the OMol25 dataset.

HOMO-LUMO gap (alpha / beta), eV: 7.456 / 6.682
Highest occupied orbital energy (alpha / beta), eV: -8.77 / -8.08

The geometry in XYZ format:
```
10
C3H4OS2 (the ωB97M-V functional and the def2-TZVPD basis)
C -0.585 1.040 0.559
C -0.881 0.905 -0.723
C -0.036 -0.100 -1.510
O 1.280 -1.292 3.831
S 0.401 0.495 1.785
S 0.757 -1.537 2.501
H -1.646 1.330 -1.177
H 0.439 0.450 -2.442
H -0.563 -0.993 -1.890
H 0.833 -0.299 -0.932
```

Atomic partial charges in e from the Mulliken method, atoms 1 to 8: -0.074 -0.121 -0.931 -0.401 -0.135 0.370 0.469 0.252


Entry d
The following is a quantum chemistry calculation of a cluster of 2 separate species, C3H4OS2 in total, from the OMol25 dataset.

HOMO-LUMO gap (alpha / beta), eV: 7.166 / 7.167
Highest occupied orbital energy (alpha / beta), eV: -8.36 / -8.36

The geometry in XYZ format:
```
10
C3H4OS2 (the ωB97M-V functional and the def2-TZVPD basis)
C 0.686 0.136 1.080
C 1.278 0.898 1.816
C -0.273 -1.392 -0.566
O 1.437 1.935 2.613
S -1.996 -1.444 -0.089
S 0.371 -0.673 -2.017
H 0.313 -2.176 -0.299
H 1.190 1.648 3.506
H -2.186 -0.244 0.281
H -0.279 0.447 -2.143
```

Atomic partial charges in e from the Mulliken method, atoms 1 to 8: -0.248 0.036 -0.125 -0.491 -0.109 -0.051 0.350 0.328


Top of the stability list: entry b, leading by 0.0642 hartree.


Entry a
The following is a quantum chemistry calculation of a cluster of 2 separate species, C6H8O3 in total, from the OMol25 dataset.

HOMO-LUMO gap, eV: 9.180
Highest occupied orbital energy, eV: -8.77
SMILES: O=C(O)/C=C/O.C=C=C

The geometry in XYZ format:
```
17
C6H8O3 (the ωB97M-V functional and the def2-TZVPD basis)
O -1.916 1.179 0.334
C -0.786 0.761 0.564
O 0.179 1.624 1.055
C -0.534 -0.623 1.051
C 0.453 -0.939 1.912
O 0.720 -2.155 2.390
H -0.083 2.519 0.801
H -1.300 -1.338 0.780
H 1.175 -0.201 2.236
H 0.040 -2.790 2.116
C 0.956 -0.625 -1.247
C 0.171 0.398 -1.619
C -0.389 1.207 -2.467
H 0.723 -1.655 -1.511
H 1.901 -0.449 -0.745
H -1.263 1.774 -2.158
H -0.047 1.313 -3.491
```

Atomic partial charges in e from the Mulliken method, atoms 1 to 8: -0.566 0.522 -0.446 -0.806 0.241 -0.497 0.335 0.334


Entry b
The following is a quantum chemistry calculation of a cluster of 3 separate species, C6H8O3 in total, from the OMol25 dataset.

HOMO-LUMO gap, eV: 8.090
Highest occupied orbital energy, eV: -9.07

The geometry in XYZ format:
```
17
C6H8O3 (the ωB97M-V functional and the def2-TZVPD basis)
C -3.109 0.203 0.276
C -0.666 -0.165 -0.101
C -0.407 -0.677 1.017
C 1.211 -0.678 0.667
C 0.690 -0.138 -0.999
C 1.714 0.455 -0.155
H -2.697 0.071 1.508
H -3.268 -1.111 -0.345
H -3.959 0.916 -0.154
H -0.733 -1.186 2.028
H 1.693 -1.097 1.435
H 0.418 0.155 -2.060
H 2.776 0.202 -0.564
H 1.082 2.390 -0.581
O -1.851 0.576 -0.670
O 1.134 -1.469 -0.601
O 1.728 1.600 0.585
```

Atomic partial charges in e from the Mulliken method, atoms 1 to 8: -0.551 0.590 -0.937 -0.180 -0.356 0.038 0.212 0.230


Top of the stability list: entry a, leading by 0.3101 hartree.


Entry a
The following is a quantum chemistry calculation of a cluster of 2 separate species, C8H19N4O2 in total, from the OMol25 dataset.

HOMO-LUMO gap, eV: 8.194
Total charge: +1
Highest occupied orbital energy, eV: -11.51

The geometry in XYZ format:
```
33
C8H19N4O2 (the ωB97M-V functional and the def2-TZVPD basis)
C -0.857 -0.190 -0.522
O -0.764 1.186 -0.838
C -1.947 1.884 -0.711
N -2.943 1.527 -1.713
C -3.997 0.741 -1.542
N -4.873 0.440 -2.515
C -5.753 -0.351 -1.959
N -5.515 -0.542 -0.667
N -4.364 0.146 -0.388
H -1.423 -0.743 -1.270
H -1.373 -0.309 0.433
H 0.136 -0.608 -0.478
H -2.386 1.783 0.286
H -1.692 2.923 -0.842
H -2.806 1.901 -2.637
H -6.593 -0.779 -2.470
H -5.990 -1.080 0.038
H -3.936 0.170 0.521
C 5.146 -1.428 0.196
C 3.629 -1.463 0.251
O 3.096 -1.481 1.564
C 3.420 -0.371 2.384
C 2.915 0.955 1.844
H 5.566 -2.277 0.737
H 5.485 -1.472 -0.839
H 5.552 -0.517 0.637
H 3.274 -2.383 -0.214
H 3.204 -0.632 -0.326
H 4.499 -0.331 2.569
H 2.946 -0.576 3.343
H 3.368 1.210 0.885
H 3.140 1.761 2.542
H 1.833 0.910 1.700
```

Atomic partial charges in e from the Mulliken method, atoms 1 to 8: -0.498 -0.373 -0.522 -0.131 0.529 -0.530 -0.018 -0.182


Entry b
The following is a quantum chemistry calculation of a cluster of 2 separate species, C8H19N4O2 in total, from the OMol25 dataset.

HOMO-LUMO gap, eV: 8.627
Total charge: +1
Highest occupied orbital energy, eV: -12.32

The geometry in XYZ format:
```
33
C8H19N4O2 (the ωB97M-V functional and the def2-TZVPD basis)
C 5.488 -0.089 -0.198
O 4.117 0.427 -0.079
C 3.410 0.461 -1.368
C 3.069 2.030 -1.694
C 1.530 2.493 -1.381
N 0.760 1.591 -0.443
C -0.313 0.785 -0.836
N -0.811 0.740 -2.295
C -1.960 -0.237 -2.170
N -2.077 -0.739 -0.738
N -1.127 -0.144 0.090
H 5.610 -1.190 0.245
H 6.163 0.603 0.501
H 5.959 -0.018 -1.266
H 2.454 -0.242 -1.297
H 4.033 0.050 -2.282
H 3.245 2.186 -2.852
H 3.790 2.709 -1.051
H 1.575 3.567 -0.861
H 0.995 2.682 -2.424
H 0.986 1.550 0.589
H -2.576 -0.511 -3.136
H -2.802 -1.448 -0.467
H -0.996 -0.298 1.134
C -4.255 -1.979 3.562
C -4.813 -1.448 2.258
O -4.216 -2.126 1.163
H -3.169 -1.847 3.598
H -4.702 -1.464 4.417
H -4.449 -3.053 3.657
H -4.599 -0.380 2.157
H -5.898 -1.588 2.209
H -4.420 -3.072 1.258
```

Atomic partial charges in e from the Mulliken method, atoms 1 to 8: -0.623 -0.331 -0.339 -0.352 -0.635 -0.116 0.366 -0.378


Top of the stability list: entry a, leading by 0.1773 hartree.


Entry a
The following is a quantum chemistry calculation of a cluster of 2 separate species, C7H12O3 in total, from the OMol25 dataset.

HOMO-LUMO gap, eV: 10.747
Highest occupied orbital energy, eV: -10.08
SMILES: C#C[C@](C)(O)CCC=O.O

The geometry in XYZ format:
```
22
C7H12O3 (the ωB97M-V functional and the def2-TZVPD basis)
C 2.297 -2.263 0.023
C 1.844 -1.146 0.136
C 1.294 0.225 0.273
C 1.473 0.992 -1.041
O 1.962 0.903 1.330
C -0.178 0.164 0.717
C -1.042 -0.813 -0.057
C -1.489 -0.336 -1.403
O -2.292 0.577 -1.573
H 2.741 -3.242 -0.005
H 2.535 1.222 -1.204
H 0.906 1.931 -0.995
H 1.122 0.403 -1.898
H 2.859 1.120 1.057
H -0.576 1.184 0.621
H -0.197 -0.089 1.785
H -0.531 -1.777 -0.218
H -2.086 -1.168 0.246
H -0.927 -0.742 -2.268
O -3.102 1.176 1.795
H -3.053 1.341 0.785
H -3.562 0.338 1.891
```

Atomic partial charges in e from the Mulliken method, atoms 1 to 8: 0.018 -1.164 1.526 -1.499 -0.562 -0.762 -0.326 -0.147


Entry b
The following is a quantum chemistry calculation of a cluster of 2 separate species, C7H12O3 in total, from the OMol25 dataset.

HOMO-LUMO gap, eV: 8.562
Highest occupied orbital energy, eV: -8.69
SMILES: C=CC/C=C(/C)C(=O)O.O

The geometry in XYZ format:
```
22
C7H12O3 (the ωB97M-V functional and the def2-TZVPD basis)
C -2.433 -0.207 0.541
C -1.380 -0.350 1.399
C -0.195 -1.231 1.080
C 0.107 -1.395 -0.381
C 0.527 -0.476 -1.270
C 1.717 -0.823 -2.134
C 0.178 0.979 -1.237
O -0.704 1.523 -0.579
O 1.117 1.861 -1.573
H -2.592 -0.899 -0.291
H -3.232 0.494 0.788
H -1.571 -0.219 2.468
H -0.387 -2.228 1.507
H 0.680 -0.851 1.631
H 0.223 -2.437 -0.693
H 1.789 -1.906 -2.286
H 1.653 -0.342 -3.120
H 2.660 -0.500 -1.671
H 1.522 2.399 -0.718
O 0.507 2.381 2.297
H -0.205 2.814 1.816
H 0.019 1.415 2.426
```

Atomic partial charges in e from the Mulliken method, atoms 1 to 8: -0.927 -0.412 -0.263 -0.517 0.812 -1.445 0.530 -0.490


Top of the stability list: entry a, leading by 0.0342 hartree.


Entry a
The following is a quantum chemistry calculation of a structure of composition C31H28ClFIrN6O7Sb, from the OMol25 dataset.

HOMO-LUMO gap (alpha / beta), eV: 5.316 / 5.389
Total charge: +1
Highest occupied orbital energy (alpha / beta), eV: -10.38 / -10.35
Spin multiplicity: 2
<S²>: 0.769

The geometry in XYZ format:
```
76
C31H28ClFIrN6O7Sb (the ωB97M-V functional and the def2-TZVPD basis)
Ir -0.092 -0.426 -0.503
Cl 2.882 -6.103 2.679
C 2.585 -4.578 1.932
C 3.156 -3.413 2.472
C 2.919 -2.190 1.899
C 2.108 -2.056 0.753
O 1.911 -0.877 0.231
C 1.557 -3.255 0.195
C 0.784 -3.218 -0.984
N 0.453 -2.119 -1.616
C -0.050 -2.126 -2.915
C 0.257 -3.089 -3.856
C -0.288 -3.025 -5.147
C -1.144 -2.015 -5.498
C -1.438 -0.986 -4.579
C -2.302 0.098 -4.858
C -2.504 1.072 -3.917
C -1.813 1.003 -2.699
N -1.010 0.000 -2.416
C -0.843 -1.020 -3.300
C 1.805 -4.499 0.812
H 3.783 -3.494 3.350
H 3.356 -1.289 2.310
H 0.433 -4.173 -1.377
H 0.937 -3.891 -3.598
H -0.030 -3.792 -5.865
H -1.593 -1.984 -6.482
H -2.795 0.133 -5.822
H -3.174 1.899 -4.098
H -1.906 1.788 -1.956
H 1.383 -5.402 0.388
O -2.110 -1.312 -0.044
N -2.587 -1.153 1.129
N -1.789 -0.689 1.990
O -0.538 -0.395 1.735
C -2.284 -0.449 3.315
C -3.501 -0.987 3.724
C -3.938 -0.745 5.014
C -3.179 0.029 5.881
C -1.970 0.559 5.461
C -1.514 0.319 4.175
H -4.084 -1.582 3.039
H -4.874 -1.175 5.342
H -3.534 0.221 6.885
H -1.373 1.159 6.134
H -0.575 0.722 3.823
F -1.419 3.304 4.879
C -1.671 3.500 3.583
C -0.666 3.653 2.715
N -0.889 3.875 1.376
C 0.213 3.927 0.448
C 0.575 2.517 -0.058
O 1.731 2.353 -0.493
O -0.360 1.686 0.009
C -2.171 3.863 0.840
O -2.382 3.964 -0.351
N -3.171 3.731 1.775
C -3.065 3.538 3.159
O -4.037 3.418 3.858
H 0.363 3.609 3.042
H 1.093 4.373 0.905
H -0.090 4.509 -0.420
H -4.113 3.753 1.410
C 3.263 2.383 -3.025
Sb 2.798 0.609 -1.900
C 3.401 -0.987 -3.277
C 4.444 0.637 -0.550
H 4.105 2.179 -3.687
H 3.523 3.150 -2.301
H 2.405 2.713 -3.607
H 4.431 -0.776 -3.561
H 2.749 -0.974 -4.147
H 3.330 -1.946 -2.768
H 5.289 1.094 -1.062
H 4.685 -0.378 -0.246
H 4.164 1.228 0.319
```

Atomic partial charges in e from the Mulliken method, atoms 1 to 8: 3.370 -0.206 0.039 -0.577 -0.563 0.046 -0.567 0.685


Entry b
The following is a quantum chemistry calculation of a structure of composition C31H28ClFIrN6O7Sb, from the OMol25 dataset.

HOMO-LUMO gap (alpha / beta), eV: 6.562 / 5.950
Total charge: +1
Highest occupied orbital energy (alpha / beta), eV: -10.38 / -10.52
Spin multiplicity: 2
<S²>: 0.763

The geometry in XYZ format:
```
76
C31H28ClFIrN6O7Sb (the ωB97M-V functional and the def2-TZVPD basis)
Ir -0.126 -0.386 -0.456
Cl 5.309 -3.654 2.680
C 3.949 -2.625 2.370
C 2.889 -2.590 3.291
C 1.791 -1.798 3.073
C 1.687 -1.011 1.907
O 0.633 -0.270 1.705
C 2.779 -1.038 0.997
C 2.785 -0.202 -0.142
N 1.744 0.442 -0.587
C 1.860 1.447 -1.567
C 3.008 2.062 -1.996
C 2.938 3.083 -2.966
C 1.742 3.504 -3.474
C 0.539 2.917 -3.018
C -0.746 3.283 -3.479
C -1.846 2.646 -2.976
C -1.681 1.652 -2.001
N -0.497 1.299 -1.540
C 0.620 1.897 -2.057
C 3.907 -1.848 1.248
H 2.949 -3.203 4.180
H 0.975 -1.780 3.782
H 3.730 -0.057 -0.658
H 3.971 1.786 -1.589
H 3.857 3.539 -3.308
H 1.697 4.274 -4.233
H -0.837 4.044 -4.243
H -2.843 2.882 -3.317
H -2.537 1.122 -1.602
H 4.731 -1.855 0.546
O -1.911 -1.482 -0.602
N -1.713 -2.767 -0.725
N -0.562 -3.144 -0.411
O 0.360 -2.313 0.048
C -0.177 -4.530 -0.519
C 1.156 -4.843 -0.316
C 1.539 -6.172 -0.423
C 0.603 -7.148 -0.729
C -0.728 -6.804 -0.933
C -1.135 -5.485 -0.829
H 1.869 -4.063 -0.094
H 2.575 -6.439 -0.268
H 0.909 -8.182 -0.809
H -1.455 -7.566 -1.174
H -2.165 -5.203 -0.985
F 3.028 1.889 -6.006
C 1.910 1.183 -5.830
C 1.936 -0.043 -5.303
N 0.790 -0.788 -5.121
C 0.871 -2.022 -4.350
C 1.120 -1.665 -2.883
O 2.192 -1.868 -2.352
O 0.072 -1.088 -2.359
C -0.459 -0.301 -5.465
O -1.492 -0.904 -5.288
N -0.432 0.963 -6.031
C 0.651 1.818 -6.200
O 0.511 2.958 -6.580
H 2.863 -0.504 -4.987
H 1.696 -2.630 -4.714
H -0.077 -2.541 -4.465
H -1.335 1.326 -6.305
C -1.893 -0.201 3.310
Sb -1.928 0.551 1.340
C -4.002 0.530 0.917
C -1.554 2.611 1.682
H -2.598 0.386 3.899
H -0.885 -0.089 3.690
H -2.185 -1.249 3.326
H -4.494 1.001 1.767
H -4.344 -0.495 0.802
H -4.229 1.086 0.010
H -2.269 2.998 2.406
H -1.637 3.176 0.755
H -0.543 2.711 2.074
```

Atomic partial charges in e from the Mulliken method, atoms 1 to 8: 3.605 -0.212 0.050 -0.768 -0.571 0.215 -0.751 0.435


Top of the stability list: entry b, leading by 0.0845 hartree.


Entry a
The following is a quantum chemistry calculation of a structure of composition C4H9FN2, from the OMol25 dataset.

HOMO-LUMO gap, eV: 10.130
Highest occupied orbital energy, eV: -9.23

The geometry in XYZ format:
```
16
C4H9FN2 (the ωB97M-V functional and the def2-TZVPD basis)
C 0.371 -0.414 0.807
C -1.089 -0.490 1.110
C -0.177 0.697 -0.106
C 0.547 0.887 -1.452
H 1.325 -1.201 2.274
H 2.097 0.098 1.448
H 0.854 -1.205 0.274
H -1.449 -1.545 1.158
H -1.145 -0.228 2.068
H -1.612 -0.517 -0.955
H -0.262 1.580 0.488
H 0.013 1.534 -2.076
H 1.687 0.810 -1.376
N 1.208 -0.165 2.000
N -1.550 0.198 -0.124
F 0.330 -0.404 -2.064
```

Atomic partial charges in e from the Mulliken method, atoms 1 to 8: -0.053 -1.022 -0.028 -0.371 0.311 0.318 0.431 0.275


Entry b
The following is a quantum chemistry calculation of an isolated molecule of C4H9FN2, from the OMol25 dataset.

HOMO-LUMO gap, eV: 10.118
Highest occupied orbital energy, eV: -9.18
SMILES: [H]/N=C(/CF)NCC

The geometry in XYZ format:
```
16
C4H9FN2 (the ωB97M-V functional and the def2-TZVPD basis)
H 0.712 -1.270 1.331
N 1.135 -0.411 1.543
C 0.906 0.302 0.544
C 1.435 1.802 0.472
F 0.840 2.488 -0.546
N 0.177 0.161 -0.576
C -0.479 -1.077 -0.896
C -1.782 -1.038 -0.127
H 1.245 2.317 1.393
H 2.551 1.912 0.201
H 0.140 0.880 -1.261
H -0.774 -1.014 -1.964
H 0.135 -2.036 -0.617
H -1.569 -0.811 0.932
H -2.300 -2.008 -0.069
H -2.372 -0.196 -0.359
```

Atomic partial charges in e from the Mulliken method, atoms 1 to 8: 0.261 -0.746 0.533 -0.192 -0.319 -0.103 -0.678 -1.027


Top of the stability list: entry b, leading by 0.0769 hartree.